Here is a cluster of 10 separate species, C16H52N6O10 in total from OMol25. Energies are from the ωB97M-V functional and the def2-TZVPD basis.

The geometry in ORCA input format:
```
! wB97M-V def2-TZVPD RIJCOSX def2/J DEFGRID3
* xyz 0 1
N -11.98 -31.20 -8.09
C -10.70 -31.07 -8.14
N -10.25 -30.34 -9.10
O -9.87 -31.78 -7.26
H -12.31 -31.90 -7.37
H -12.65 -30.44 -8.42
H -9.26 -30.44 -9.31
H -10.78 -29.83 -9.82
N -9.87 -29.73 -1.41
C -9.16 -30.42 -2.17
N -9.82 -31.27 -2.89
O -7.81 -30.31 -2.19
H -9.45 -29.06 -0.72
H -10.88 -29.86 -1.18
H -9.40 -31.56 -3.80
H -10.80 -31.36 -2.87
N -8.81 -32.76 -5.00
C -7.56 -32.83 -4.74
N -6.82 -32.06 -5.43
O -7.15 -33.77 -3.90
H -9.45 -33.45 -4.51
H -9.17 -32.31 -5.81
H -5.86 -31.92 -5.16
H -7.16 -31.29 -6.08
C -13.97 -30.47 -3.32
C -13.58 -31.80 -2.67
C -14.68 -32.84 -3.11
O -12.48 -32.32 -3.00
H -14.77 -30.09 -2.76
H -14.20 -30.71 -4.34
H -13.26 -29.70 -3.36
H -13.62 -31.70 -1.58
H -15.77 -32.52 -3.10
H -14.62 -33.75 -2.52
H -14.53 -33.04 -4.17
H -12.19 -32.93 -2.28
C -11.71 -32.89 -12.32
C -12.49 -32.17 -11.27
C -13.85 -31.76 -11.80
O -12.59 -32.72 -10.15
H -12.26 -33.78 -12.71
H -10.76 -33.29 -11.88
H -11.49 -32.25 -13.19
H -11.87 -31.28 -11.14
H -13.77 -31.10 -12.66
H -14.32 -31.21 -10.96
H -14.50 -32.60 -12.02
H -12.33 -32.10 -9.44
C -8.82 -34.03 -9.49
C -8.03 -34.27 -8.21
C -7.16 -35.53 -8.20
O -7.34 -33.32 -7.92
H -9.26 -33.07 -9.58
H -9.56 -34.82 -9.54
H -8.10 -34.21 -10.36
H -8.84 -34.24 -7.45
H -6.26 -35.53 -8.87
H -7.70 -36.43 -8.53
H -6.82 -35.82 -7.18
H -7.17 -33.18 -6.99
C -9.83 -35.66 -3.98
O -10.60 -34.51 -3.82
H -10.29 -36.58 -3.64
H -8.87 -35.53 -3.48
H -9.59 -35.91 -5.03
H -10.55 -34.13 -2.97
C -10.92 -29.50 -5.04
O -10.86 -28.81 -3.80
H -11.44 -28.91 -5.79
H -11.56 -30.40 -4.89
H -9.99 -29.95 -5.32
H -10.23 -29.32 -3.24
C -12.32 -34.11 -6.34
O -12.40 -32.74 -5.89
H -11.33 -34.46 -6.36
H -12.50 -34.17 -7.41
H -12.94 -34.82 -5.82
H -12.31 -32.62 -4.93
C -15.35 -32.22 -8.09
O -15.40 -32.34 -6.73
H -14.49 -31.57 -8.38
H -16.23 -31.87 -8.56
H -15.19 -33.25 -8.49
H -14.50 -32.40 -6.46
*
```

SMILES   NC(N)=O.NC(N)=O.NC(N)=O.CC(C)O.CC(C)O.CC(C)O.CO.CO.CO.CO
ΔE to the lowest compared entry with this formula, charge and spin   8.5543 eV
Molecular weight   488.62 g/mol
Highest occupied orbital energy   -8.9 eV

***

Here is the molecule C4H5N3O from OMol25. Energies are from the ωB97M-V functional and the def2-TZVPD basis.

The geometry in ORCA input format:
```
! wB97M-V def2-TZVPD RIJCOSX def2/J DEFGRID3
* xyz 0 1
C -0.14 1.01 -2.85
C 0.08 0.85 -1.64
C 0.08 0.15 -0.24
C -0.32 1.12 0.73
N -0.54 0.86 2.00
N -0.36 -0.34 2.53
N 0.35 -1.14 -0.18
O 0.79 -1.77 -1.31
H -0.06 1.05 -3.95
H -0.69 2.14 0.45
H 0.06 -1.04 1.87
H -0.58 -0.43 3.47
H 1.33 -2.47 -0.87
*
```

SMILES   C#CC(/C=N\N)=N\O
ΔE to the lowest compared entry with this formula, charge and spin   6.6096 eV
Molecular weight   111.10 g/mol
Highest occupied orbital energy   -8.6 eV

***

Here is a structure of composition C28H43FN2O8PdSi2 from OMol25. Energies are from the ωB97M-V functional and the def2-TZVPD basis.

The geometry in ORCA input format:
```
! wB97M-V def2-TZVPD RIJCOSX def2/J DEFGRID3
* xyz 0 5
Pd -0.03 0.24 -0.05
O -0.23 3.87 2.06
C -0.37 2.75 1.64
O 0.29 2.25 0.62
C -1.33 1.78 2.26
C -2.23 2.08 3.25
C -3.08 1.07 3.69
C -2.99 -0.20 3.14
C -2.04 -0.41 2.15
N -1.25 0.57 1.74
C -1.80 -1.72 1.45
O -2.50 -2.68 1.67
O -0.79 -1.68 0.63
H -2.25 3.09 3.65
H -3.81 1.28 4.46
H -3.62 -1.02 3.44
C -2.16 1.57 -3.86
Si -2.57 0.95 -2.17
C -2.47 2.34 -0.97
C -4.27 0.20 -2.04
N -1.33 -0.30 -1.73
C -1.11 -1.42 -2.39
C -1.93 -1.81 -3.51
C -1.72 -2.95 -4.22
C -0.67 -3.81 -3.88
C 0.16 -3.50 -2.81
C -0.04 -2.34 -2.10
F 0.81 -2.08 -1.12
H -2.95 2.27 -4.19
H -2.08 0.78 -4.61
H -1.21 2.11 -3.84
H -3.09 3.16 -1.34
H -1.45 2.73 -0.86
H -2.84 2.05 0.02
H -4.99 1.02 -1.99
H -4.36 -0.38 -1.12
H -4.54 -0.43 -2.88
H -2.74 -1.15 -3.79
H -2.37 -3.19 -5.06
H -0.50 -4.72 -4.44
H 0.99 -4.14 -2.53
C 4.25 -0.17 -0.26
C 4.79 1.13 -0.84
C 5.87 0.85 -1.88
C 5.31 2.03 0.26
O 3.74 1.87 -1.48
Si 2.44 1.37 -2.33
O 1.33 0.67 -1.38
O 1.84 2.64 -3.16
C 1.86 4.06 -2.93
C 1.63 4.37 -1.46
C 0.73 4.63 -3.78
C 3.21 4.60 -3.40
O 2.95 0.25 -3.42
C 2.62 -0.01 -4.79
C 3.11 -1.42 -5.08
C 1.11 0.09 -5.01
C 3.35 1.01 -5.66
H 5.02 -0.66 0.34
H 3.92 -0.85 -1.05
H 3.39 0.04 0.39
H 6.68 0.27 -1.43
H 6.28 1.79 -2.26
H 5.45 0.29 -2.71
H 6.17 1.57 0.76
H 4.53 2.23 1.00
H 5.63 2.99 -0.16
H 0.71 3.89 -1.11
H 1.54 5.45 -1.31
H 2.45 4.00 -0.85
H -0.23 4.24 -3.43
H 0.87 4.34 -4.82
H 0.71 5.72 -3.71
H 4.01 4.14 -2.82
H 3.25 5.68 -3.27
H 3.36 4.37 -4.45
H 2.62 -2.12 -4.41
H 4.19 -1.48 -4.93
H 2.88 -1.70 -6.11
H 0.59 -0.57 -4.31
H 0.85 -0.20 -6.03
H 0.77 1.12 -4.84
H 4.43 0.93 -5.50
H 3.04 2.02 -5.39
H 3.14 0.84 -6.72
*
```

<S²>   6.0563
ΔE to the lowest compared entry with this formula, charge and spin   0.0000 eV
Molecular weight   717.25 g/mol
Highest occupied orbital energy (spin up / spin down)   -9.1 / -9.4 eV

***

Here is a cluster of 2 separate species, C4H12 in total from OMol25. Energies are from the ωB97M-V functional and the def2-TZVPD basis.

The geometry in ORCA input format:
```
! wB97M-V def2-TZVPD RIJCOSX def2/J DEFGRID3
* xyz 0 1
C -1.77 -0.07 1.13
C -1.13 -1.45 1.17
H -1.84 0.16 0.02
H -2.76 0.07 1.71
H -1.16 0.55 1.74
H -1.08 -1.89 0.23
H -1.79 -2.17 1.74
H -0.15 -1.48 1.65
C 1.24 1.52 -1.37
C 1.67 0.07 -0.90
H 0.55 2.13 -0.81
H 2.27 1.92 -1.50
H 0.79 1.40 -2.42
H 2.23 -0.42 -1.62
H 0.75 -0.52 -0.84
H 2.18 0.18 0.06
*
```

SMILES   CC.CC
ΔE to the lowest compared entry with this formula, charge and spin   1.0187 eV
Molecular weight   60.14 g/mol
Highest occupied orbital energy   -11.2 eV

***

Here is a cluster of 2 separate species, C3H7O3 in total from OMol25. Energies are from the ωB97M-V functional and the def2-TZVPD basis.

The geometry in ORCA input format:
```
! wB97M-V def2-TZVPD RIJCOSX def2/J DEFGRID3
* xyz -1 1
O -1.64 -2.47 1.69
C -0.88 -1.44 1.66
O -0.21 -0.93 0.73
H -0.65 -1.03 2.65
H 0.27 -0.16 -0.60
C 0.25 1.57 -1.20
O 0.53 0.23 -1.42
C 1.61 2.41 -1.15
H -0.37 1.66 -0.18
H -0.37 1.87 -2.08
H 1.46 3.24 -1.77
H 2.36 1.68 -1.76
H 2.00 2.84 -0.16
*
```

ΔE to the lowest compared entry with this formula, charge and spin   1.6448 eV
Molecular weight   91.09 g/mol
Highest occupied orbital energy   -4.3 eV

***

Here is a cluster of 2 separate species, C5H16N in total from OMol25. Energies are from the ωB97M-V functional and the def2-TZVPD basis.

The geometry in ORCA input format:
```
! wB97M-V def2-TZVPD RIJCOSX def2/J DEFGRID3
* xyz 1 1
C 1.98 -0.40 -0.76
C 2.45 0.50 -1.87
N 2.84 -0.08 0.48
H 0.94 -0.04 -0.66
H 2.11 -1.44 -1.06
H 1.89 0.17 -2.74
H 3.49 0.43 -2.04
H 2.87 0.87 0.69
H 2.65 -0.64 1.30
H 3.77 -0.21 0.16
H 2.09 1.63 -1.82
C -1.98 0.12 0.97
C -3.07 1.01 0.31
C -2.20 -1.35 1.14
H -1.20 0.19 0.22
H -1.73 0.65 1.85
H -2.62 1.51 -0.57
H -3.16 -1.59 0.68
H -1.54 -1.98 0.63
H -2.19 -1.67 2.23
H -3.90 0.48 -0.12
H -3.49 1.85 0.97
*
```

ΔE to the lowest compared entry with this formula, charge and spin   1.3385 eV
Molecular weight   90.19 g/mol
Highest occupied orbital energy   -13.7 eV

***

Here is the ion C6H13N2OS with charge +1 from OMol25. Energies are from the ωB97M-V functional and the def2-TZVPD basis.

The geometry in ORCA input format:
```
! wB97M-V def2-TZVPD RIJCOSX def2/J DEFGRID3
* xyz 1 1
C 1.19 1.34 0.69
C 0.32 -0.86 -0.68
C 0.78 0.03 -1.66
C 1.41 -1.72 -0.06
C -0.33 0.64 -2.50
C -1.98 -0.05 1.99
N -0.57 -0.13 0.26
N 1.24 1.90 1.86
O -0.89 -0.74 1.37
S 1.75 1.43 -0.78
H -0.32 -1.62 -1.11
H 1.60 -0.39 -2.26
H 0.87 -2.52 0.53
H 2.07 -1.10 0.59
H 2.01 -2.24 -0.74
H -0.87 -0.24 -2.93
H -0.07 1.16 -3.39
H -0.96 1.04 -1.73
H -1.58 0.39 2.90
H -2.73 -0.90 2.33
H -2.26 0.70 1.33
H 0.77 1.50 2.60
H 1.68 2.86 1.89
*
```

ΔE to the lowest compared entry with this formula, charge and spin   5.5283 eV
Molecular weight   161.25 g/mol
Highest occupied orbital energy (spin up / spin down)   -12.7 / -12.8 eV

***

Here is a cluster of 2 separate species, CH2Cl3N in total from OMol25. Energies are from the ωB97M-V functional and the def2-TZVPD basis.

The geometry in ORCA input format:
```
! wB97M-V def2-TZVPD RIJCOSX def2/J DEFGRID3
* xyz 0 1
C -1.41 0.41 0.06
N 1.35 -0.72 0.00
Cl -1.21 -1.11 -0.65
Cl -1.48 0.42 1.74
Cl -1.03 1.87 -0.74
H 2.30 -1.11 0.03
H 1.48 0.25 -0.44
*
```

ΔE to the lowest compared entry with this formula, charge and spin   4.1225 eV
Molecular weight   134.39 g/mol
Highest occupied orbital energy (spin up / spin down)   -10.7 / -7.9 eV

***

Here is a structure of composition C30H61BiFN11SbSe4Si from OMol25. Energies are from the ωB97M-V functional and the def2-TZVPD basis.

The geometry in ORCA input format:
```
! wB97M-V def2-TZVPD RIJCOSX def2/J DEFGRID3
* xyz -1 1
Bi -0.65 0.66 -1.08
C 2.91 0.36 -2.71
N 3.37 -0.19 -1.46
C 4.70 0.31 -1.06
C 2.65 -0.94 -0.62
N 1.33 -1.04 -0.69
C 0.72 -2.28 -0.18
C 0.10 -2.39 1.22
N -1.30 -2.01 1.31
C -2.21 -3.04 0.66
C -2.90 -2.56 -0.65
N -2.06 -2.80 -1.82
C -2.54 -3.55 -2.72
N -3.86 -3.99 -2.80
C -4.19 -5.39 -2.87
C -4.95 -3.04 -3.00
N -1.70 -4.02 -3.75
C -2.20 -4.37 -5.03
C -0.25 -3.78 -3.68
C -1.78 -1.87 2.71
C -1.02 -0.94 3.65
N -1.20 0.45 3.26
C -0.85 1.40 4.04
N -1.25 2.70 3.72
C -2.25 2.78 2.64
C -0.19 3.70 3.51
N -0.15 1.30 5.24
C 0.98 0.40 5.42
C -0.72 1.95 6.45
N 3.37 -1.73 0.29
C 3.18 -1.55 1.71
C 4.50 -2.51 -0.09
H 2.52 1.36 -2.54
H 2.17 -0.32 -3.07
H 3.74 0.40 -3.39
H 4.71 1.43 -1.08
H 5.53 -0.08 -1.62
H 4.84 0.12 -0.01
H 1.48 -3.10 -0.28
H -0.04 -2.49 -0.95
H 0.69 -1.81 1.92
H 0.26 -3.40 1.59
H -3.04 -3.19 1.34
H -1.64 -3.94 0.55
H -3.09 -1.48 -0.54
H -3.83 -3.08 -0.76
H -3.24 -5.90 -2.94
H -4.79 -5.63 -3.77
H -4.84 -5.76 -2.08
H -4.55 -2.05 -2.86
H -5.70 -3.21 -2.24
H -5.38 -3.06 -3.98
H -3.26 -4.57 -5.00
H -1.68 -5.28 -5.43
H -2.01 -3.56 -5.78
H 0.01 -2.80 -4.13
H 0.33 -4.56 -4.22
H 0.14 -3.80 -2.64
H -1.80 -2.87 3.17
H -2.79 -1.48 2.67
H 0.05 -1.20 3.68
H -1.43 -1.10 4.70
H -3.10 2.23 2.95
H -1.89 2.35 1.68
H -2.51 3.83 2.56
H 0.60 3.51 4.24
H -0.63 4.69 3.56
H 0.25 3.63 2.51
H 1.46 0.23 4.46
H 0.71 -0.61 5.88
H 1.76 0.85 6.06
H -1.58 2.54 6.22
H 0.07 2.62 6.90
H -1.01 1.18 7.21
H 2.46 -0.68 1.92
H 4.13 -1.35 2.25
H 2.83 -2.52 2.17
H 4.75 -2.48 -1.14
H 4.34 -3.59 0.10
H 5.39 -2.31 0.47
C 0.73 4.64 -2.87
Si -0.11 4.15 -1.26
C 0.20 5.48 -0.01
C -1.98 4.11 -1.49
N 0.50 2.62 -0.61
C 1.74 2.61 0.03
C 2.86 3.32 -0.51
C 4.03 3.50 0.18
C 4.25 2.84 1.39
C 3.27 2.05 1.90
C 2.05 1.90 1.19
F 1.11 1.04 1.67
H 1.77 4.94 -2.73
H 0.12 5.50 -3.25
H 0.68 3.81 -3.56
H 0.05 6.40 -0.58
H 1.19 5.54 0.49
H -0.57 5.47 0.77
H -2.35 5.10 -1.32
H -2.39 3.44 -0.77
H -2.31 3.85 -2.52
H 2.70 3.76 -1.47
H 4.82 4.14 -0.19
H 5.20 2.91 1.98
H 3.37 1.54 2.85
Se -3.05 3.33 -5.31
Sb -2.65 1.11 -4.40
Se -0.12 1.05 -3.69
Se -3.28 0.82 -1.94
Se -2.80 -0.69 -5.88
*
```

Molecular weight   1269.56 g/mol
Highest occupied orbital energy   -4.2 eV

***

Here is the ion C11H13N2O with charge +1 from OMol25. Energies are from the ωB97M-V functional and the def2-TZVPD basis.

The geometry in ORCA input format:
```
! wB97M-V def2-TZVPD RIJCOSX def2/J DEFGRID3
* xyz 1 1
C 5.11 -0.72 0.07
C 4.11 -1.67 0.28
C 4.83 0.58 -0.18
C 2.80 -1.28 0.31
C 3.50 1.03 -0.16
C -0.51 2.03 -0.17
C 2.46 0.06 0.10
C -2.34 0.46 0.03
C -3.76 -1.18 -1.04
C -4.55 0.36 0.95
C -3.43 -0.43 0.23
N -1.57 1.36 0.12
N 1.13 0.34 0.07
O 0.79 1.64 -0.14
H 6.11 -0.93 0.10
H 4.52 -2.61 0.43
H 5.57 1.23 -0.28
H 2.05 -1.90 0.51
H 3.41 2.10 -0.39
H -0.75 3.05 -0.58
H -3.01 -1.61 -1.58
H -4.23 -0.38 -1.85
H -4.62 -1.78 -0.99
H -4.76 1.10 0.32
H -4.33 0.84 1.84
H -5.31 -0.36 0.96
H -3.22 -1.30 1.04
*
```

ΔE to the lowest compared entry with this formula, charge and spin   6.2728 eV
Molecular weight   189.24 g/mol
Highest occupied orbital energy (spin up / spin down)   -11.4 / -12.1 eV

***

Here is the molecule C5H9ClINO3S from OMol25. Energies are from the ωB97M-V functional and the def2-TZVPD basis.

The geometry in ORCA input format:
```
! wB97M-V def2-TZVPD RIJCOSX def2/J DEFGRID3
* xyz 0 1
C -0.87 -1.39 0.36
C -2.18 -1.94 0.80
C 1.66 -0.28 -1.87
C 1.81 0.34 -0.46
C 0.36 0.92 -0.10
N -0.83 -0.07 0.04
O 0.07 -2.14 0.12
O 0.53 1.12 2.60
O 1.03 3.10 1.26
S 0.32 1.87 1.44
Cl -1.68 2.37 1.47
I -0.23 2.33 -1.52
H -2.78 -1.78 -0.13
H -2.18 -2.97 1.00
H -2.80 -1.26 1.40
H 1.25 0.43 -2.53
H 2.60 -0.77 -2.25
H 0.90 -1.04 -1.87
H 2.55 1.14 -0.45
H 2.03 -0.48 0.29
H -1.56 0.51 0.42
*
```

ΔE to the lowest compared entry with this formula, charge and spin   0.0000 eV
Molecular weight   325.55 g/mol
Highest occupied orbital energy   -9.9 eV

***

Here is a cluster of 2 separate species, CH3N4S in total from OMol25. Energies are from the ωB97M-V functional and the def2-TZVPD basis.

The geometry in ORCA input format:
```
! wB97M-V def2-TZVPD RIJCOSX def2/J DEFGRID3
* xyz -1 1
C 0.28 -0.39 0.40
N 1.77 1.17 0.22
N 1.63 -1.00 0.27
N 0.55 1.06 0.23
N 2.38 -0.01 0.19
S 3.99 -0.11 -0.15
H -0.37 -0.70 -0.32
H -0.22 -0.54 1.44
H -0.31 1.19 -1.55
*
```

ΔE to the lowest compared entry with this formula, charge and spin   5.0363 eV
Molecular weight   103.13 g/mol
Highest occupied orbital energy (spin up / spin down)   -2.4 / -3.9 eV

***

Here is a cluster of 2 separate species, CHN3O2 in total from OMol25. Energies are from the ωB97M-V functional and the def2-TZVPD basis.

The geometry in ORCA input format:
```
! wB97M-V def2-TZVPD RIJCOSX def2/J DEFGRID3
* xyz 0 1
N -3.12 -2.67 -1.78
N -2.42 -2.10 -1.13
O -1.71 -1.48 -0.47
N 0.61 0.82 -0.46
C -0.38 0.65 -1.13
O -1.22 0.51 -1.91
H 0.80 1.18 0.54
*
```

SMILES   N#[N+][O-].N=C=O
ΔE to the lowest compared entry with this formula, charge and spin   1.0718 eV
Molecular weight   87.04 g/mol
Highest occupied orbital energy   -11.0 eV

***

Here is a cluster of 3 separate species, C4H13O3 in total from OMol25. Energies are from the ωB97M-V functional and the def2-TZVPD basis.

The geometry in ORCA input format:
```
! wB97M-V def2-TZVPD RIJCOSX def2/J DEFGRID3
* xyz -1 1
C 0.58 -1.54 -0.06
O -0.53 -2.16 0.56
C 0.30 -0.09 -0.46
C -0.57 0.06 -1.72
C -0.47 1.46 -2.31
H 1.42 -1.46 0.65
H 0.91 -2.14 -0.91
H 1.27 0.41 -0.59
H -0.23 0.37 0.38
H -1.57 -0.13 -1.34
H -0.37 -0.65 -2.51
H -1.09 1.56 -3.20
H 0.54 1.69 -2.60
H -0.78 2.20 -1.57
H 0.36 2.06 2.35
H 0.44 0.57 2.80
O 0.92 1.48 2.86
H -0.53 -1.76 1.47
H -0.05 -1.24 3.41
O -0.53 -0.70 2.78
*
```

ΔE to the lowest compared entry with this formula, charge and spin   0.0192 eV
Molecular weight   109.14 g/mol
Highest occupied orbital energy   -4.3 eV